1.
{"formula": "C5H11NO", "method": "ωB97M-V/def2-TZVPD", "de_lowest_kcal_mol": 91.2, "orbital_gap_ev": 9.068, "lumo_energy_ev": -0.5, "species": ["C", "N", "C", "O", "C", "C", "C", "H", "H", "H", "H", "H", "H", "H", "H", "H", "H", "H"], "xyz": [[-2.720, 0.357, 1.493], [-1.209, -0.702, 0.436], [-0.318, 0.250, 0.102], [-0.328, 1.468, 0.215], [0.887, -0.520, -0.512], [1.081, -0.008, -1.941], [2.105, -0.259, 0.376], [-2.931, -0.367, 2.277], [-3.628, 0.718, 0.989], [-2.066, 1.175, 1.773], [-2.324, -0.291, 0.507], [0.689, -1.599, -0.540], [1.234, 1.076, -1.932], [0.206, -0.223, -2.564], [1.952, -0.484, -2.404], [2.996, -0.738, -0.045], [2.284, 0.818, 0.451], [1.952, -0.655, 1.386]], "mulliken_charge": [-0.652, -0.561, 0.664, -0.642, 0.635, -1.389, -1.397, 0.274, 0.290, 0.274, 0.212, 0.198, 0.297, 0.357, 0.389, 0.386, 0.299, 0.364]}



2.
{"formula": "C26H68N4O10", "method": "ωB97M-V/def2-TZVPD", "de_lowest_kcal_mol": 4.9, "orbital_gap_ev": 8.791, "lumo_energy_ev": 0.6, "smiles": "COCCNCCOC.COCCNCCOC.COCCNCCOC.COCCNCCOC.CO.CO", "species": ["C", "O", "C", "C", "N", "C", "C", "O", "C", "H", "H", "H", "H", "H", "H", "H", "H", "H", "H", "H", "H", "H", "H", "H", "C", "O", "C", "C", "N", "C", "C", "O", "C", "H", "H", "H", "H", "H", "H", "H", "H", "H", "H", "H", "H", "H", "H", "H", "C", "O", "C", "C", "N", "C", "C", "O", "C", "H", "H", "H", "H", "H", "H", "H", "H", "H", "H", "H", "H", "H", "H", "H", "C", "O", "C", "C", "N", "C", "C", "O", "C", "H", "H", "H", "H", "H", "H", "H", "H", "H", "H", "H", "H", "H", "H", "H", "C", "O", "H", "H", "H", "H", "C", "O", "H", "H", "H", "H"], "xyz": [[-5.322, 7.440, -0.750], [-4.488, 6.340, -0.917], [-3.331, 6.385, -0.114], [-2.454, 5.174, -0.366], [-3.106, 3.925, 0.020], [-2.198, 2.782, 0.010], [-2.918, 1.564, 0.533], [-3.200, 1.720, 1.911], [-3.463, 0.478, 2.514], [-5.985, 7.346, 0.117], [-5.943, 7.574, -1.639], [-4.817, 8.413, -0.667], [-3.604, 6.464, 0.947], [-2.735, 7.272, -0.367], [-1.548, 5.312, 0.242], [-2.225, 5.186, -1.432], [-3.538, 4.104, 0.918], [-1.347, 3.035, 0.656], [-1.886, 2.610, -1.020], [-2.252, 0.702, 0.381], [-3.857, 1.378, -0.001], [-4.364, 0.029, 2.085], [-3.607, 0.566, 3.590], [-2.608, -0.193, 2.379], [6.193, -1.092, -0.429], [5.489, -1.969, -1.253], [4.115, -1.622, -1.345], [3.234, -2.751, -1.828], [1.889, -2.244, -2.014], [0.998, -3.295, -2.501], [-0.393, -2.740, -2.676], [-1.319, -3.801, -2.804], [-2.531, -3.398, -3.358], [5.870, -1.057, 0.622], [6.075, -0.051, -0.753], [7.239, -1.383, -0.432], [4.028, -0.777, -2.037], [3.792, -1.316, -0.338], [3.223, -3.616, -1.140], [3.652, -3.177, -2.748], [1.598, -1.945, -1.086], [0.971, -4.094, -1.746], [1.382, -3.679, -3.445], [-0.467, -2.085, -3.553], [-0.688, -2.106, -1.830], [-3.061, -2.662, -2.734], [-3.217, -4.230, -3.505], [-2.392, -2.908, -4.332], [1.030, 1.627, 1.651], [1.111, 2.092, 0.317], [1.063, 1.011, -0.601], [1.457, 1.458, -1.981], [0.454, 2.435, -2.472], [0.999, 3.167, -3.624], [0.031, 4.207, -4.131], [0.088, 5.283, -3.201], [-0.800, 6.319, -3.572], [0.663, 2.459, 2.252], [2.021, 1.368, 2.027], [0.317, 0.803, 1.734], [0.044, 0.604, -0.609], [1.707, 0.187, -0.271], [1.502, 0.611, -2.667], [2.448, 1.933, -1.985], [0.381, 3.126, -1.726], [1.266, 2.448, -4.402], [1.919, 3.678, -3.308], [-0.981, 3.803, -4.244], [0.306, 4.596, -5.119], [-0.657, 7.197, -2.942], [-1.839, 5.999, -3.471], [-0.540, 6.649, -4.584], [0.363, -6.399, 3.360], [-0.005, -5.461, 2.384], [0.980, -5.264, 1.393], [2.234, -4.579, 1.867], [1.887, -3.304, 2.501], [3.070, -2.495, 2.830], [2.693, -1.067, 3.203], [2.308, -0.940, 4.574], [3.397, -0.849, 5.443], [-0.408, -6.417, 4.135], [1.287, -6.184, 3.906], [0.356, -7.409, 2.934], [0.485, -4.722, 0.587], [1.267, -6.227, 0.948], [2.958, -4.391, 1.074], [2.738, -5.284, 2.548], [1.440, -3.471, 3.397], [3.725, -2.403, 1.959], [3.616, -2.939, 3.668], [1.737, -0.866, 2.714], [3.433, -0.315, 2.927], [3.980, -1.773, 5.519], [3.103, -0.650, 6.478], [4.076, -0.013, 5.236], [-0.828, -1.705, 1.153], [0.507, -1.639, 0.640], [-0.861, -1.338, 2.182], [-1.424, -1.004, 0.565], [-1.266, -2.698, 1.044], [0.969, -2.353, 1.154], [-4.415, -3.070, 0.635], [-3.943, -1.888, -0.005], [-4.793, -2.888, 1.644], [-5.192, -3.513, -0.003], [-3.634, -3.830, 0.666], [-4.714, -1.321, -0.097]], "mulliken_charge": [-0.810, -0.301, -0.663, -0.284, -0.280, -0.371, 0.018, -0.412, -0.045, 0.283, 0.264, 0.328, 0.398, 0.417, 0.360, 0.013, 0.303, 0.273, 0.066, -0.191, 0.299, 0.176, 0.356, -0.152, -0.627, -0.460, 0.337, -0.639, 0.149, -0.551, 0.090, -0.365, -0.692, 0.165, 0.313, 0.303, 0.230, -0.137, 0.118, 0.466, -0.209, 0.157, 0.412, 0.447, -0.285, 0.206, 0.282, 0.332, -0.475, -0.485, 1.350, -1.430, -0.172, -0.793, -0.543, -0.320, -0.861, 0.406, 0.265, 0.014, -0.485, -0.290, 0.444, 0.566, 0.208, 0.427, 0.381, 0.299, 0.485, 0.243, 0.370, 0.330, -0.814, -0.342, -0.106, -0.814, -0.233, -0.841, 0.750, -0.434, -0.766, 0.280, 0.302, 0.326, -0.199, 0.480, 0.386, 0.351, 0.241, 0.231, 0.426, -0.835, 0.502, 0.273, 0.313, 0.308, -0.215, 1.104, 0.327, -0.603, 0.089, -0.563, -0.703, -0.328, 0.294, 0.344, 0.216, 0.233]}



3.
{"formula": "C4H5NO", "method": "ωB97M-V/def2-TZVPD", "de_lowest_kcal_mol": 104.0, "orbital_gap_ev": 8.826, "lumo_energy_ev": -0.3, "species": ["O", "C", "C", "N", "C", "C", "H", "H", "H", "H", "H"], "xyz": [[-1.867, 1.123, 1.187], [-0.940, 0.564, 0.642], [-0.949, -0.459, -0.471], [0.376, -1.007, -0.185], [1.347, -0.215, -0.590], [0.461, 0.744, 0.981], [-1.716, -1.219, -0.322], [-1.050, 0.016, -1.453], [1.220, 0.559, -1.351], [2.372, -0.593, -0.472], [0.727, 0.528, 2.027]], "mulliken_charge": [-0.585, 0.687, -0.359, -0.382, -0.246, -0.445, 0.286, 0.232, 0.259, 0.312, 0.241]}



4.
{"formula": "C3HBaO2", "method": "ωB97M-V/def2-TZVPD", "s2": 0.75, "de_lowest_kcal_mol": 1.5, "spin_multiplicity": 2, "orbital_gap_ev": [5.130, 7.086], "lumo_energy_ev": [-0.6, -0.7], "species": ["C", "C", "O", "C", "O", "H", "Ba"], "xyz": [[-1.604, -0.358, 0.123], [-1.246, 0.870, 0.064], [0.088, 1.160, -0.033], [0.933, 0.019, -0.093], [0.243, -1.014, -0.017], [-2.334, -1.136, -0.036], [3.919, 0.460, -0.010]], "mulliken_charge": [-0.047, -0.488, -0.217, 0.190, -0.576, 0.351, 0.787]}



5.
{"formula": "C2H8N3", "method": "ωB97M-V/def2-TZVPD", "de_lowest_kcal_mol": 57.1, "orbital_gap_ev": 10.476, "lumo_energy_ev": -3.9, "smiles": "[H]/N=C(\\[NH3+])NC", "total_charge": 1, "species": ["H", "N", "C", "N", "N", "C", "H", "H", "H", "H", "H", "H", "H"], "xyz": [[-1.296, -1.856, 1.133], [-0.489, -1.327, 0.883], [-0.414, -0.266, 0.283], [-1.801, 0.606, 0.026], [0.618, 0.387, -0.265], [2.022, -0.167, -0.375], [-2.342, -0.170, 0.286], [-2.091, 1.471, 0.603], [-1.950, 0.750, -1.018], [0.568, 1.408, -0.319], [2.567, -0.007, 0.600], [2.577, 0.360, -1.252], [2.032, -1.189, -0.584]], "mulliken_charge": [0.262, -0.516, 0.523, -0.467, -0.260, -0.775, 0.297, 0.370, 0.377, 0.268, 0.292, 0.298, 0.331]}



6.
{"formula": "C4H2N4O2", "method": "ωB97M-V/def2-TZVPD", "de_lowest_kcal_mol": 69.7, "orbital_gap_ev": [7.692, 5.643], "lumo_energy_ev": [-1.7, -2.9], "species": ["C", "C", "C", "C", "N", "N", "N", "N", "O", "O", "H", "H"], "xyz": [[-2.100, -0.160, 1.551], [-0.422, 0.203, 0.397], [1.457, -0.666, -1.866], [1.709, 0.286, -0.883], [-1.008, 0.594, 1.513], [-2.221, -0.886, 0.426], [-1.164, -0.665, -0.309], [0.829, 0.645, 0.094], [1.515, -1.358, -2.747], [2.878, 0.729, -1.120], [-2.738, -0.122, 2.344], [1.266, 1.401, 0.600]], "mulliken_charge": [-0.100, 0.596, 0.668, 0.213, -0.594, -0.520, -0.186, -0.063, -0.167, -0.587, 0.492, 0.248]}



- Number 4 is which compound?
  C3HBaO2